# 1
68
Properties=species:S:1:pos:R:3:forces:R:3 method="wB97M-V/def2-TZVPD" homo_energy_ev="-7.5 / -7.3" charge=0 fmax_ev_per_a=2.98 homo_lumo_gap_ha="0.220 / 0.232" spin_multiplicity=2 s2=0.769
C -4.282 2.004 1.627 0.3 0.2 0.2
C -2.836 2.935 3.330 -0.1 0.0 0.0
C 5.267 -0.725 -0.451 0.2 -0.1 0.0
H 1.281 1.037 3.472 -0.1 0.1 -0.1
N -0.724 1.455 2.259 -1.0 0.9 0.7
H 2.196 -1.269 -2.703 -0.1 0.0 -0.1
C 1.268 0.458 2.552 -0.4 0.2 -0.1
H -3.712 0.595 0.518 -0.4 0.2 0.0
H 4.758 -3.515 2.413 0.1 -0.1 0.0
C -3.485 -3.631 -3.028 0.3 0.2 0.2
C -1.961 -1.897 -3.630 0.2 0.0 0.6
C -3.657 3.686 -2.005 -0.7 0.1 -0.2
N -0.893 1.738 -0.825 0.2 -0.6 -0.6
H -4.526 3.246 -1.509 0.1 0.1 0.0
C -3.856 3.754 3.761 0.0 0.2 0.1
H -1.867 2.944 3.803 0.1 0.0 0.1
H 6.188 -2.299 -1.575 0.0 -0.1 0.0
Cl -4.726 -4.745 -3.461 -0.3 -0.3 -0.1
C 3.040 -2.678 1.493 -0.2 0.1 -0.2
C -2.023 1.889 -1.492 -0.2 0.0 -0.3
C 2.119 -1.606 1.434 1.2 0.4 1.5
N 0.256 0.668 1.748 0.6 -1.0 -0.5
C -5.298 2.857 2.059 0.0 -0.1 -0.1
H 4.197 -2.682 -2.984 0.0 0.0 0.0
C 5.296 -1.707 -1.426 0.1 0.0 0.1
H 3.390 0.177 4.059 0.0 0.1 0.1
O 1.190 -1.643 0.548 -2.1 0.8 -2.0
H -5.882 4.373 3.434 -0.1 0.0 0.0
N -2.447 3.161 -1.434 0.3 -0.7 -0.1
O -4.519 1.175 0.594 0.1 -0.2 -0.2
H -3.531 -4.160 -0.945 -0.1 -0.1 0.0
C 4.141 0.060 -0.289 -0.2 0.2 -0.1
H 2.917 -3.469 0.768 0.0 0.0 -0.1
C -1.536 3.858 -0.701 0.6 0.1 0.4
C -5.084 3.718 3.114 0.0 0.0 -0.1
H -3.673 4.766 -1.863 0.0 -0.1 0.0
C 3.298 -0.622 3.338 0.1 -0.1 0.0
C -1.927 1.213 1.783 1.2 0.3 0.7
H 4.137 0.838 0.462 0.0 0.1 0.1
H -6.252 2.812 1.561 -0.1 0.0 -0.1
H -3.708 4.425 4.594 0.1 0.0 0.0
H 1.543 1.079 -2.016 -0.1 0.1 0.0
H -1.644 4.901 -0.491 0.0 0.2 0.0
H 2.130 1.685 -0.451 -0.2 0.0 0.1
C -2.917 -2.820 -3.998 -0.1 -0.1 0.3
H 6.129 -0.563 0.180 0.1 0.0 0.1
C -1.483 -1.765 -2.300 -1.0 -1.2 -0.1
Cl -1.604 -2.521 0.283 -0.1 -0.3 0.4
C 2.253 -0.554 2.402 -0.1 -0.7 -0.7
Cl -1.314 -0.820 -4.806 0.2 0.2 -0.3
Re 0.031 -0.098 -0.164 0.6 -0.1 1.7
H -3.702 3.463 -3.072 0.0 0.1 0.1
H 4.991 -1.694 4.071 0.0 0.0 0.0
C -3.083 -3.539 -1.704 -0.1 0.1 -0.2
O -0.572 -0.907 -2.008 1.0 1.0 0.7
H -3.229 -2.901 -5.025 -0.1 0.0 -0.2
C -2.102 -2.633 -1.358 0.1 0.4 -0.8
C 4.190 -1.664 3.347 0.1 0.2 0.0
C 3.025 -0.108 -1.109 0.5 -0.5 -0.1
O -2.167 0.293 0.930 1.1 -0.8 -1.0
C 3.061 -1.121 -2.070 -0.1 0.2 0.1
H -2.548 1.103 -2.002 -0.1 -0.1 -0.1
C -0.574 2.969 -0.330 0.0 0.6 0.0
C -3.030 2.059 2.266 -0.2 0.0 -0.1
C 1.858 0.788 -1.012 -1.4 0.1 0.3
H 0.304 3.132 0.262 0.1 0.0 0.1
C 4.054 -2.697 2.413 -0.1 0.1 -0.1
C 4.181 -1.911 -2.226 0.1 -0.1 -0.1

# 2
70
Properties=species:S:1:pos:R:3:forces:R:3 method="wB97M-V/def2-TZVPD" de_lowest_kcal_mol=119.7 homo_energy_ev="-6.6 / -6.6" charge=0 fmax_ev_per_a=0.55 homo_lumo_gap_ha="0.212 / 0.179" spin_multiplicity=2 s2=0.760
C 3.070 -0.422 1.916 0.0 0.0 0.0
P 0.895 -0.834 0.194 0.1 0.3 0.0
C 4.349 -0.646 2.408 0.0 0.0 0.0
C -1.245 4.874 1.390 0.0 0.0 0.0
H -3.438 2.664 -2.392 0.0 0.0 0.0
Ru -1.290 0.974 -1.604 -0.3 0.2 -0.2
H 6.162 -1.771 2.191 0.0 0.0 0.0
C 2.770 0.935 -3.373 0.0 0.0 0.0
C -0.644 -3.389 0.847 -0.1 -0.1 0.1
H -0.401 -2.828 4.630 0.0 0.0 0.0
H 2.248 1.674 0.362 0.0 0.0 0.0
C -1.169 0.666 -3.814 0.1 0.0 0.0
S -0.595 -2.462 -1.568 -0.2 -0.4 0.0
C -2.431 3.019 0.412 0.0 -0.1 0.1
Cl -3.934 2.134 0.358 0.0 0.1 -0.1
H -3.959 0.052 -2.126 0.0 0.0 0.0
C -0.405 3.716 -0.547 0.1 0.0 -0.1
H -3.854 -2.978 1.384 0.0 0.0 0.0
N -1.506 0.582 2.014 -0.1 0.3 0.0
H -3.477 -2.042 -0.059 0.0 0.0 0.0
H -0.256 0.425 -4.330 0.0 0.0 0.0
C -1.222 -4.067 3.072 0.0 0.0 0.0
H 4.708 -0.074 3.254 0.0 0.0 0.0
C -2.839 1.860 -2.783 0.1 0.1 -0.1
H 5.323 -3.064 0.256 0.0 0.0 0.0
H 0.727 -1.313 3.075 0.0 0.0 0.0
C -2.353 4.036 1.367 0.0 0.0 0.0
H -0.741 1.104 1.615 0.0 -0.1 0.0
H -1.114 2.899 -3.766 0.0 0.0 0.0
H -2.080 -1.334 -3.459 0.0 0.0 0.0
C 3.414 -2.098 0.238 0.0 0.0 0.0
O -2.111 -0.145 -0.058 0.0 -0.1 0.5
O -0.449 -3.142 -2.837 -0.1 0.0 0.0
H 2.918 0.728 -4.427 0.0 0.0 0.0
C 1.669 0.400 -1.268 0.2 -0.1 0.1
C -2.216 -0.199 1.195 0.1 -0.3 -0.1
C -3.884 -1.981 0.947 0.0 -0.1 0.0
H 3.053 -2.665 -0.610 0.0 0.0 0.0
C 3.522 1.920 -2.751 0.0 0.0 -0.1
H -4.918 -1.634 0.898 0.0 0.0 0.0
N -3.058 -1.092 1.738 -0.1 0.1 0.1
H 2.446 0.332 2.382 0.0 0.0 0.0
C -0.285 4.743 0.389 0.0 0.0 0.0
C -1.607 1.985 -3.490 0.0 0.1 -0.1
H -1.701 0.637 2.996 0.1 -0.1 0.0
Cl 0.682 3.747 -1.893 -0.1 0.0 0.0
C -1.301 -4.266 1.707 0.0 0.0 0.0
C -2.139 -0.262 -3.359 0.3 -0.1 -0.1
C 2.589 -1.144 0.828 0.0 -0.1 0.0
Cl 1.030 5.850 0.326 0.0 0.0 0.0
H -1.857 -5.092 1.284 0.0 0.0 0.0
C -3.131 0.470 -2.676 -0.2 -0.1 0.0
O -0.816 -3.693 -0.502 0.1 0.0 -0.2
C 0.156 -2.147 2.674 0.0 0.1 0.0
C 0.115 -2.316 1.288 0.1 0.0 0.1
Cl -1.082 6.080 2.603 0.0 0.0 0.0
H 4.250 2.486 -3.318 0.0 0.0 0.0
H 3.915 2.945 -0.904 0.0 0.0 0.0
H -2.998 -1.252 2.729 0.1 -0.1 0.0
H 1.393 -0.679 -3.110 0.0 0.0 0.0
Cl -3.594 4.245 2.545 0.0 0.0 0.0
C 3.339 2.172 -1.397 0.0 0.0 0.0
H -1.720 -4.750 3.748 0.0 0.0 0.0
C 2.390 1.452 -0.694 0.0 0.0 0.0
C -0.487 -2.991 3.563 0.0 0.0 0.0
C 5.163 -1.596 1.812 0.0 0.0 0.0
C -1.395 2.725 -0.482 0.0 0.3 0.0
C 4.692 -2.321 0.726 0.0 0.0 0.0
O 0.835 -2.008 -1.133 0.2 0.2 0.0
C 1.880 0.164 -2.630 0.0 0.0 0.0

# 3
70
Properties=species:S:1:pos:R:3:forces:R:3 method="wB97M-V/def2-TZVPD" de_lowest_kcal_mol=42.2 homo_energy_ev="-16.2 / -16.5" charge=+3 fmax_ev_per_a=0.92 homo_lumo_gap_ha="0.251 / 0.224" spin_multiplicity=3 s2=2.014
C -0.291 -1.984 3.653 0.0 0.0 0.0
C -0.548 -1.608 2.347 0.0 0.1 0.0
C -3.389 -1.019 -1.594 0.0 0.0 0.0
N -3.063 3.001 -0.235 0.0 0.0 0.1
N 0.325 -0.832 1.677 0.2 0.0 0.1
H -0.395 1.886 -4.981 0.0 0.0 0.0
Cl 3.854 -2.378 0.876 0.0 0.0 0.0
C 3.575 2.447 0.070 0.0 0.0 -0.1
Cl 1.018 -6.331 -0.918 0.0 0.0 0.0
C 1.741 -0.730 3.579 0.0 0.0 0.0
H -4.650 -3.707 1.929 0.0 0.0 0.0
Cl 1.803 -4.102 1.184 0.0 -0.1 0.0
C 2.719 -0.826 -4.529 -0.1 0.1 0.0
H 0.970 0.012 -5.470 0.0 0.0 0.0
H -5.003 -2.589 -0.265 0.0 0.0 0.0
N -0.870 0.831 -1.989 0.0 0.2 -0.3
C 0.884 -3.732 -0.231 0.1 -0.4 0.1
H 4.295 -1.574 -3.266 0.0 0.0 0.0
H -1.363 0.417 -5.084 0.0 0.0 0.0
H 4.036 3.248 -0.491 0.0 0.0 0.0
C -3.105 -1.617 -0.252 0.0 0.0 0.0
C 1.768 2.573 -1.598 -0.1 0.0 0.0
H 2.117 3.602 -1.651 0.0 0.0 0.0
C 0.870 -1.553 4.268 0.0 0.0 0.0
S -1.197 1.483 0.844 0.2 -0.1 -0.2
C 2.374 1.923 -0.391 0.0 0.0 0.0
H 1.086 -1.841 5.289 0.0 0.0 0.0
H 2.072 2.085 -2.523 0.0 0.0 0.0
H 5.105 2.356 1.573 0.0 0.0 0.0
H -3.953 -0.091 -1.478 0.0 0.0 0.0
C 2.273 0.531 1.469 0.0 -0.1 0.0
H -2.391 2.125 -2.486 0.0 0.0 0.0
C 0.544 -4.715 -1.158 0.0 0.0 -0.2
H -2.531 -3.271 3.140 0.0 0.0 0.0
C -0.179 -4.363 -2.340 0.0 0.1 0.1
C -3.900 -3.049 1.511 0.0 0.0 0.0
C -0.581 -3.041 -2.562 0.1 -0.1 0.0
H -2.010 1.836 -4.285 0.0 0.0 0.1
C -1.783 -1.956 1.623 0.0 0.0 0.1
C -0.465 0.703 -3.210 0.3 0.0 -0.1
N 1.755 0.911 0.267 0.0 0.0 0.0
C 0.822 -0.012 -3.334 -0.2 0.1 0.1
H -0.990 -2.596 4.200 0.0 0.0 0.0
C -0.268 -2.140 -1.565 -0.2 0.2 -0.5
N 1.396 -0.343 -2.157 0.0 0.0 0.1
N -1.908 1.694 -1.709 0.1 -0.1 0.0
C -2.116 2.101 -0.438 -0.1 0.1 -0.2
C -2.715 -2.802 2.187 0.0 0.0 0.0
H -2.484 -0.837 -2.163 0.0 0.0 0.0
H 3.230 -1.026 -5.462 0.0 0.0 0.0
C 2.609 -0.889 -2.143 0.1 0.0 -0.1
C 1.445 -0.382 2.273 0.0 -0.1 0.0
C -1.102 1.259 -4.436 0.0 0.0 0.0
H -3.593 3.430 -0.980 0.0 0.0 0.0
Cl -0.543 -5.564 -3.483 0.0 -0.1 0.0
C 0.468 -2.457 -0.508 0.1 0.7 0.5
W 0.029 -0.415 -0.401 -0.8 -0.3 0.3
C 4.158 1.968 1.223 0.0 0.0 0.0
C 3.470 1.014 1.952 0.1 0.0 0.0
H 3.873 0.654 2.885 0.0 0.0 0.0
H 0.683 2.599 -1.532 0.0 0.0 0.0
H 2.628 -0.359 4.065 0.0 0.0 0.0
H -4.010 -1.699 -2.174 0.0 0.0 0.0
H 3.012 -1.160 -1.173 0.0 0.0 -0.1
H -3.244 3.328 0.703 0.0 0.0 0.0
N -1.955 -1.380 0.404 0.2 0.0 0.1
C -4.093 -2.434 0.297 0.0 0.0 0.0
C 3.310 -1.133 -3.320 0.0 0.0 0.1
Cl -1.399 -2.585 -4.020 0.0 0.0 0.1
C 1.449 -0.247 -4.537 0.2 -0.1 -0.1